# C12H17NO2

One molecule with the formula C12H17NO2 at a distorted geometry (wB97M-V/def2-TZVPD, the Open Molecules 2025 dataset).

SMILES string: C[C@H](Cc1ccccc1)C(=O)NCCO
Relative energy (zero: lowest compared OMol25 entry of this formula, charge and spin): 240.7 kcal/mol
HOMO-LUMO gap: 8.963 eV

XYZ file:
```
32
C12H17NO2 (wB97M-V/def2-TZVPD)
C 0.657 2.486 -0.668
H 1.289 3.256 -0.212
H 0.089 3.044 -1.492
H 1.376 1.854 -1.336
C -0.152 1.422 0.055
C -0.914 0.387 -0.515
O -0.626 -0.003 -1.514
N -1.870 -0.119 0.008
H -2.232 0.283 0.901
C -2.650 -1.204 -0.461
H -2.412 -1.106 -1.461
H -2.674 -2.003 0.000
C -4.136 -0.907 -0.532
O -4.594 -0.437 0.937
H -4.608 -1.384 1.239
H -4.846 -1.500 -0.815
H -4.236 0.078 -0.865
H -0.989 2.143 0.785
C 0.835 1.101 1.237
C 1.737 0.117 0.842
C 2.982 0.536 0.296
C 3.850 -0.207 -0.023
C 3.652 -1.516 -0.357
C 2.343 -2.061 0.103
C 1.467 -1.097 0.253
H 0.578 -1.628 0.751
H 2.169 -3.333 -0.250
H 4.427 -2.127 -0.890
H 4.866 0.043 -0.327
H 3.313 1.537 0.640
H 1.230 1.924 1.782
H 0.080 0.420 1.889
```